No. 1
The following is a DFT calculation (ωB97M-V/def2-TZVPD) of C24H32F6N3O4PPtS4Te as an isolated structure in a non-equilibrium geometry.

```
76
Properties=species:S:1:pos:R:3:forces:R:3
Pt 0.4622 0.6788 0.4406 0.1297 -0.1832 -0.5297
Te 0.0734 3.1358 1.0869 -1.3217 0.2659 -0.2003
S 3.3392 -1.2857 1.7894 0.3794 -1.3528 -0.2687
S 3.7622 1.2476 0.9193 0.2736 0.6278 0.5860
S 2.2774 4.3795 -0.7066 0.1829 0.3756 0.5218
S -2.5363 3.3680 -1.1393 -0.0668 0.0572 0.6966
P -0.9981 -1.0622 0.1439 -0.6045 0.1950 -0.1194
F 1.8877 1.1714 2.8830 0.2718 -0.1112 0.0445
F 4.0133 -2.3893 -0.5435 -0.0684 0.2643 -0.0168
F 2.6165 3.1550 2.4863 0.3984 -0.1856 -0.3800
F 3.8766 1.7260 3.4885 0.1198 -0.0080 -0.0782
F 5.2145 -3.0887 1.0960 0.0484 0.2024 0.2917
F 3.1965 -3.8011 0.8579 -0.1278 0.3329 0.3352
O 3.4996 -1.7118 3.1372 0.2774 0.0345 0.2359
O 2.7207 1.2062 -0.0793 -0.8374 -0.1797 -0.2035
O 1.9946 -1.0946 1.3223 -0.3702 -0.1620 -0.2328
O 4.8017 2.1757 0.6454 0.4928 0.0053 0.1618
N 0.4420 3.4927 -2.4557 0.5422 -0.1913 -0.0708
N 4.3254 -0.1417 1.3516 0.0870 0.0221 0.1523
N 2.4454 2.7759 -2.8952 -0.7465 0.2398 0.3781
C -0.5014 -3.5067 1.5815 -0.0914 0.0696 -0.0235
C -0.1731 -2.0881 3.9467 -0.0472 -0.0756 0.0584
C -0.1308 -4.1597 2.7452 0.0168 -0.1769 0.0134
C 0.3505 2.7202 -3.5810 0.1409 -0.2440 -0.3144
C -3.6078 -2.1533 0.4316 0.1653 0.0605 0.0103
C 2.9766 1.8631 2.5214 0.2248 0.2289 0.5459
C 1.5994 2.2775 -3.8509 -0.5179 -0.1727 -0.4193
C -4.1079 3.9083 -0.6895 0.4020 -0.0718 -0.1412
C -0.5124 -1.4287 2.7835 -0.1019 -0.0255 -0.0364
C 1.0215 -2.2931 -1.2361 -0.0441 0.0940 0.1836
C -0.4296 -1.8781 -1.4794 0.0047 0.1400 0.1643
C 3.9863 -2.7247 0.7505 0.0280 0.0154 -0.2535
C -0.6827 -2.1295 1.5870 0.0605 0.1215 -0.1202
C -1.2399 -3.0638 -1.9927 -0.0699 0.1452 0.1929
C -2.9402 3.9804 1.2990 0.4955 -0.1209 0.1102
C -2.8816 -0.8292 0.2106 0.2605 -0.0057 -0.0205
C -4.1699 4.1886 0.6365 -0.2387 -0.0152 -0.2245
C -3.3634 -0.1555 -1.0713 0.2249 -0.0854 0.0609
C -1.9391 3.5179 0.4931 0.1709 0.0467 -0.4624
C 0.0349 -3.4585 3.9258 0.0267 0.0636 0.0309
C 3.8584 2.5426 -2.7848 0.6647 -0.0133 0.3200
C -0.3916 -0.7544 -2.5217 -0.0147 0.1365 0.1707
C 1.7260 3.5213 -2.0273 -0.1505 0.2790 0.0611
C -3.1572 0.1004 1.3953 0.2063 0.0551 -0.0891
H 1.1046 -3.0010 -0.4181 0.1268 -0.1097 0.0423
H -2.7377 0.7054 -1.2982 -0.0521 0.0242 -0.1148
H -0.0472 -1.5297 4.8612 0.0611 0.0510 0.0984
H 0.0633 0.1348 -2.0719 -0.0173 -0.0173 -0.2099
H -3.3493 -0.8474 -1.9091 0.0287 -0.0415 -0.1527
H -2.9297 -0.3875 2.3396 0.0113 -0.0157 0.1179
H -5.0629 4.5334 1.1275 -0.1457 0.0497 0.0666
H -3.2573 -2.6381 1.3404 -0.0232 -0.0958 0.0499
H 0.3431 -3.9720 4.8237 0.0110 -0.0638 0.0787
H -4.6757 -1.9670 0.5418 -0.1162 0.0489 -0.0179
H -0.6133 -0.3490 2.7805 0.0395 -0.0464 0.0463
H -2.7897 4.1508 2.3497 0.0015 0.0700 0.2297
H 0.0416 -5.2257 2.7220 -0.0063 -0.0939 0.0119
H 1.6092 -1.4134 -0.9756 0.1101 -0.0893 -0.0667
H -1.3583 -3.8308 -1.2329 -0.0388 -0.1504 0.0000
H -1.3772 -0.4891 -2.8860 -0.1855 0.0707 -0.0765
H -3.4683 -2.8303 -0.4061 -0.0174 -0.1428 -0.0672
H -2.2264 -2.7594 -2.3306 -0.1542 0.0003 -0.0260
H -2.5602 1.0097 1.3158 -0.0308 0.0391 0.0535
H -0.7211 -3.5083 -2.8420 0.0522 -0.0203 -0.0747
H -4.2088 0.3850 1.4052 -0.1389 -0.0386 -0.0431
H -0.6342 -4.0866 0.6801 0.0311 0.0125 -0.0667
H 4.0781 2.0623 -1.8271 -0.0181 0.1133 -0.2554
H -0.5795 2.5756 -4.0866 -0.1612 -0.1587 -0.1569
H -4.3884 0.1921 -0.9488 -0.1116 0.0401 0.0755
H 0.2166 -1.0530 -3.3729 0.0836 -0.1550 -0.1252
H -0.3236 3.9204 -1.9587 0.1555 0.1531 -0.0835
H 4.3928 3.4937 -2.8177 -0.0175 -0.0768 -0.0312
H 1.9526 1.6420 -4.6343 0.0631 -0.1131 -0.2085
H -4.8740 3.9812 -1.4358 -0.2148 0.0421 -0.0933
H 4.1863 1.9074 -3.6054 -0.0875 0.0326 0.0147
H 1.4560 -2.7412 -2.1302 -0.1150 -0.0166 -0.1368
```
Positions in Å, forces in eV/Å.

Values from the calculation:
HOMO energy (alpha / beta) = -7.27 / -8.02 eV
LUMO level (alpha / beta) = 0.20 / -1.74 eV
relative energy (zero: lowest compared OMol25 entry of this formula, charge and spin) = 59.6 kJ/mol
frontier orbital gap (alpha / beta) = 7.47 / 6.28 eV
2S+1 = 3
net charge = 0

=====

No. 2
The following is a DFT calculation (ωB97M-V/def2-TZVPD) of C24H32F7NO22Si2 as an isolated structure in a non-equilibrium geometry.

```
88
Properties=species:S:1:pos:R:3:forces:R:3
Si 0.8157 3.9300 -6.3726 -0.0956 -0.9729 -0.8348
Si 3.0003 3.7041 -4.5393 -0.7458 -1.2032 -1.2526
F -0.1292 1.7005 5.7749 -0.1250 0.0067 -0.1230
F 4.0833 -2.7059 -8.1513 0.0404 0.0436 -0.1280
F -0.9702 -3.4032 -7.1099 0.0150 -0.1345 -0.0080
F -3.7289 -4.5147 6.6957 0.0430 0.0857 -0.1139
F 2.8444 3.2457 4.1695 -0.1276 -0.1283 -0.0170
F 0.6349 -0.9254 -0.4208 0.1163 -0.0275 -0.1546
F -2.7508 0.0528 6.5584 -0.2455 -0.1226 0.1771
O 3.9738 -4.6822 -9.2306 -0.5154 0.2070 -0.2285
O -5.2638 1.5365 8.3786 0.3131 -0.3161 -0.0173
O 2.2820 6.0162 2.2190 -0.2203 -0.2401 0.3416
O 1.7938 -5.1457 -8.9301 0.3899 0.1360 -0.1109
O -3.5434 -1.9669 -5.3404 0.3704 -0.3822 0.0680
O -0.8672 -4.0723 8.5438 -0.2642 0.3077 -0.3188
O -2.9984 -2.6181 -3.2548 0.0815 0.0416 -0.1883
O 2.4655 3.4642 -6.1810 -1.2574 1.1451 1.8586
O 0.2473 0.4865 3.9108 -0.0471 -0.5652 -0.0369
O 1.3995 4.9679 4.0031 0.0288 -0.1118 -0.5827
O 1.0632 -1.1643 2.6140 -0.2750 -0.4515 0.6575
O 0.9861 -1.4135 4.8539 -0.1957 0.3765 -0.5187
O 0.5984 6.9765 3.3648 0.1447 -0.1379 0.0266
O -1.7963 -3.3501 -5.0138 -0.4933 -0.0395 -0.3219
O 3.3633 2.3714 -1.5703 -0.0523 -0.0674 0.3001
O 3.1494 -6.6848 -9.8577 -0.0065 0.1515 0.1242
O -2.3037 -2.8745 7.2994 0.4267 -0.2905 -0.1243
O -3.4647 0.2237 8.6926 -0.4797 -0.1328 -0.3475
O 2.6618 1.7064 0.4630 -0.1024 -0.1268 -0.5551
O 2.0791 0.5303 -1.3590 0.4045 0.0156 0.3802
O -0.6807 -1.8311 8.4669 -0.1731 -0.2103 -0.0272
O -4.5898 1.0393 10.4675 0.0694 -0.0002 -0.1984
N -0.3254 2.5924 -6.2412 1.7036 0.6472 1.4466
C -3.8629 0.0690 7.3455 0.4779 -0.0045 0.0952
C 3.0753 4.8544 2.4580 0.5164 0.0072 -0.6510
C -1.1542 2.7402 -3.8915 0.7260 -0.0952 0.0359
C -0.2483 0.4604 5.2429 0.0738 0.6680 0.2431
C -0.3828 2.0628 -5.0639 0.1004 -0.0901 -0.4338
C -4.4519 0.9451 9.2952 -0.1786 0.3308 0.8741
C -4.6897 1.2963 7.0966 -0.4730 0.3838 -0.4931
C 2.1527 4.0099 3.2845 0.1875 -0.2119 0.5732
C 2.9884 -5.6104 -9.3837 -0.0047 -0.8412 -0.1793
C -2.7974 -2.6411 -4.4223 -0.2832 0.2930 0.9025
C 0.3744 0.7146 -4.7755 -0.4123 0.8783 0.2770
C -2.4177 -4.2245 6.8817 -0.6187 -0.0025 -0.0663
C 0.7933 -0.7384 3.6952 0.1993 -0.4771 -0.2108
C 1.8185 -0.2961 -0.2328 -0.6357 -0.2846 -0.1268
C -2.1217 -3.4065 -6.3886 0.5605 0.0022 -0.0571
C -1.2314 -2.8310 8.1381 0.3736 0.4066 0.6028
C 2.0439 -3.8818 -8.3182 -0.7183 0.2372 0.2352
C -1.8492 -4.9808 8.0457 0.2327 -0.6936 0.2712
C -2.9022 -2.1426 -6.6011 -0.4402 0.4368 -0.5278
C 2.7579 1.6110 -0.8870 0.3155 0.6152 -0.2776
C 1.3549 6.0767 3.2118 -0.3357 0.8066 0.0105
C 1.7429 0.6921 0.8905 0.1627 0.5879 0.4221
C 0.6664 -0.5122 5.9203 0.1319 -0.3733 0.7461
C 3.3169 -3.4521 -8.9851 0.5206 0.1138 0.3717
H 2.4446 2.5587 -3.7897 -0.0326 0.0869 -0.1346
H -1.3962 -5.9258 7.7499 0.1814 0.1510 0.0759
H -3.6315 -2.2334 -7.4049 -0.1222 0.0310 0.2020
H 3.1745 -2.9179 -9.9279 0.1299 0.0828 0.0851
H -1.8748 -4.3647 5.9436 -0.1639 0.0127 -0.0369
H 2.3840 4.9018 -3.9591 0.2231 0.3115 -0.0233
H -2.6813 -4.3219 -6.5960 0.1834 -0.0299 -0.0827
H -0.9963 3.8495 -3.8580 -0.0448 -0.9311 -0.4237
H 0.7469 1.1288 0.9991 -0.0379 -0.1808 -0.1752
H -5.4615 1.1364 6.3446 -0.1046 0.0325 0.2064
H -2.2448 2.5776 -4.0329 0.7110 -0.1096 0.2909
H -4.4058 -0.8722 7.2304 0.2076 -0.0392 -0.1192
H -2.2597 -1.2820 -6.8040 0.1611 -0.1771 0.0020
H -4.0827 2.1560 6.8022 0.1597 -0.1648 0.0213
H 4.4558 3.6477 -4.4133 0.1819 0.1888 -0.2301
H 0.8755 0.8132 -3.7827 -0.3643 -0.1825 -0.6972
H 2.6147 -1.0372 -0.1289 -0.1295 -0.0615 -0.0594
H 0.1858 -1.0323 6.7473 0.0914 -0.0367 -0.2410
H 2.1613 -4.0166 -7.2405 0.2046 0.0854 -0.0650
H -1.2961 0.1634 5.2367 0.2173 0.1803 -0.1364
H 3.9811 5.1363 3.0001 -0.1233 -0.1255 0.1667
H 2.0426 0.2733 1.8307 0.4258 0.2950 -0.0586
H 1.5826 -0.0419 6.2854 -0.1053 0.1730 -0.1332
H 0.4742 4.9511 -5.3587 0.1951 -0.0806 0.1928
H 1.1463 0.5754 -5.5685 -0.7991 -0.0372 0.5740
H -2.5932 -5.1738 8.8219 -0.1165 0.1177 -0.1595
H 0.6834 4.5792 -7.6833 0.0441 -0.2129 -0.1275
H -0.7581 2.3437 -2.9281 -0.7292 0.0905 -0.5647
H 1.2230 -3.1896 -8.4979 -0.0511 -0.2046 -0.0924
H 3.3600 4.3723 1.5233 -0.1525 0.1657 -0.0510
H -0.3378 -0.1393 -4.7018 0.4834 0.4919 -0.1496
H 1.4779 3.3774 2.7018 0.0723 -0.1189 0.1350
```
Positions in Å, forces in eV/Å.

Values from the calculation:
HOMO energy = -8.50 eV
LUMO level = 0.03 eV
frontier orbital gap = 8.53 eV
2S+1 = 1
net charge = 0